Entry 1:
Below is a 2-piece molecular cluster, CHN2 overall in a non-equilibrium geometry, with properties calculated with the ωB97M-V functional and the def2-TZVPD basis.

```
! RIJCOSX wB97M-V def2-TZVPD def2/J DEFGRID3
* xyz 1 1
N -1.086 0.585 0.028
N -0.927 -0.686 0.018
H 1.873 0.002 0.011
C 0.140 0.100 -0.057
*
```

**Molar mass**: 41.0 Da
**Electronic energy**: -147.64726 a.u.
**Lowest unoccupied orbital energy**: -8.4 eV

How is the electron density shared among the atoms? According to natural (NBO), the charges in e are:
1. N 0.09
2. N 0.09
3. H 0.51
4. C 0.32

Entry 2:
Below is a 3-piece molecular cluster, CHN2O3 overall in a non-equilibrium geometry, with properties calculated with the ωB97M-V functional and the def2-TZVPD basis.

```
! RIJCOSX wB97M-V def2-TZVPD def2/J DEFGRID3
* xyz -1 1
N -2.119 0.329 0.341
H 1.313 0.065 0.679
C 0.436 0.975 -0.065
O -3.134 0.907 0.416
O 0.509 0.685 -1.258
N -1.203 -0.304 0.213
O 0.000 1.922 0.558
*
```

**Molar mass**: 89.0 Da
**Electronic energy**: -373.88065 a.u.
**Lowest unoccupied orbital energy**: 4.2 eV

How is the electron density shared among the atoms? According to natural (NBO), the charges in e are:
1. N 0.44
2. H -0.18
3. C 0.72
4. O -0.39
5. O -0.77
6. N -0.04
7. O -0.77

Entry 3:
Below is an isolated ion of composition CHN2O3 and charge -1 in a non-equilibrium geometry, with properties calculated with the ωB97M-V functional and the def2-TZVPD basis.

```
! RIJCOSX wB97M-V def2-TZVPD def2/J DEFGRID3
* xyz -1 1
O -0.166 1.091 1.755
C -2.164 0.460 -0.237
H -2.908 0.909 1.556
O -0.069 -0.274 0.172
N -3.058 0.594 0.615
O -1.846 0.005 -1.272
N -0.635 0.683 0.591
*
```

**Molar mass**: 89.0 Da
**Electronic energy**: -373.87421 a.u.
**Lowest unoccupied orbital energy**: 4.6 eV

How is the electron density shared among the atoms? According to natural (NBO), the charges in e are:
1. O -0.58
2. C 0.74
3. H 0.38
4. O -0.40
5. N -0.87
6. O -0.61
7. N 0.34

Entry 4:
Below is an isolated ion of composition CHN2O3P and charge -2 in a non-equilibrium geometry, with properties calculated with the ωB97M-V functional and the def2-TZVPD basis.

```
! RIJCOSX wB97M-V def2-TZVPD def2/J DEFGRID3
* xyz -2 3
H -1.824 -0.682 0.031
O 1.511 -0.640 1.348
P 0.914 -0.455 -0.034
N -1.261 1.348 0.626
C -0.870 0.034 0.135
O 1.072 -1.777 -0.807
O 1.323 0.855 -0.758
N -0.864 1.318 -0.540
*
```

**Molar mass**: 120.0 Da
**Electronic energy**: -715.13316 a.u.
**Lowest unoccupied orbital energy (alpha / beta)**: 7.8 / 6.4 eV
**⟨S²⟩**: 2.0109

How is the electron density shared among the atoms? According to natural (NBO), the charges in e are:
1. H 0.16
2. O -1.15
3. P 2.32
4. N -0.34
5. C -0.35
6. O -1.24
7. O -1.16
8. N -0.24

Entry 5:
Below is CHN2OS as an isolated structure in a non-equilibrium geometry, with properties calculated with the ωB97M-V functional and the def2-TZVPD basis.

```
! RIJCOSX wB97M-V def2-TZVPD def2/J DEFGRID3
* xyz -1 1
N 3.333 1.277 -0.216
N 1.849 -0.668 -0.173
H -0.690 -0.223 -0.049
S 0.067 0.428 0.827
C 2.673 0.342 -0.016
O 2.028 -1.836 0.268
*
```

**Molar mass**: 89.1 Da
**Electronic energy**: -621.56957 a.u.
**Lowest unoccupied orbital energy**: 3.6 eV

How is the electron density shared among the atoms? According to natural (NBO), the charges in e are:
1. N -0.45
2. N -0.06
3. H 0.10
4. S -0.48
5. C 0.36
6. O -0.47

Entry 6:
Below is a 2-piece molecular cluster, CHN3O2 overall in a non-equilibrium geometry, with properties calculated with the ωB97M-V functional and the def2-TZVPD basis.

```
! RIJCOSX wB97M-V def2-TZVPD def2/J DEFGRID3
* xyz 0 1
N 3.381 0.229 0.542
O 1.977 -0.993 -0.732
N 2.671 -0.393 -0.036
O 0.195 -2.505 0.269
H -0.904 0.296 -0.617
C -0.160 -1.448 -0.087
N -0.410 -0.275 0.038
*
```

**Molar mass**: 87.0 Da
**Electronic energy**: -353.38137 a.u.
**Lowest unoccupied orbital energy**: 0.6 eV

How is the electron density shared among the atoms? According to natural (NBO), the charges in e are:
1. N -0.09
2. O -0.35
3. N 0.44
4. O -0.50
5. H 0.41
6. C 0.85
7. N -0.77

Entry 7:
Below is CHN3O2 in the gas phase in a non-equilibrium geometry, with properties calculated with the ωB97M-V functional and the def2-TZVPD basis.

```
! RIJCOSX wB97M-V def2-TZVPD def2/J DEFGRID3
* xyz 0 1
C 0.011 0.066 0.372
H -0.602 -0.585 1.910
N 0.331 0.654 -1.664
N 0.053 -1.021 -0.286
O -0.388 0.350 1.598
O 0.371 1.132 -0.336
N 0.223 -0.597 -1.594
*
```

**Molar mass**: 87.0 Da
**Electronic energy**: -353.37516 a.u.
**Lowest unoccupied orbital energy**: 0.3 eV

How is the electron density shared among the atoms? According to natural (NBO), the charges in e are:
1. C 0.74
2. H 0.51
3. N 0.09
4. N -0.41
5. O -0.60
6. O -0.31
7. N -0.02

Entry 8:
Below is CHN3O2S in the gas phase in a non-equilibrium geometry, with properties calculated with the ωB97M-V functional and the def2-TZVPD basis.

```
! RIJCOSX wB97M-V def2-TZVPD def2/J DEFGRID3
* xyz 0 1
N -0.301 -0.151 -1.190
O 2.084 0.671 -0.784
O 1.383 -1.571 -0.025
S 1.067 -0.201 -0.300
N -0.791 0.441 1.157
N 0.429 0.377 1.254
H -2.456 0.206 -0.162
C -1.414 0.229 0.050
*
```

**Molar mass**: 119.1 Da
**Electronic energy**: -751.42969 a.u.
**Lowest unoccupied orbital energy (alpha / beta)**: -3.8 / -3.8 eV

How is the electron density shared among the atoms? According to natural (NBO), the charges in e are:
1. N -0.60
2. O -0.85
3. O -0.86
4. S 2.22
5. N -0.23
6. N -0.20
7. H 0.24
8. C 0.27

Entry 9:
Below is a 2-piece molecular cluster, CHN3O3 overall in a non-equilibrium geometry, with properties calculated with the ωB97M-V functional and the def2-TZVPD basis.

```
! RIJCOSX wB97M-V def2-TZVPD def2/J DEFGRID3
* xyz 0 1
O 1.751 0.966 -0.459
O -1.495 -0.315 0.495
O 0.004 2.067 0.234
N 1.055 -2.450 0.000
C 0.364 -1.546 -0.097
N -0.333 -0.482 -0.294
H -2.009 0.540 0.237
N 0.663 1.219 -0.116
*
```

**Molar mass**: 103.0 Da
**Electronic energy**: -428.43594 a.u.
**Lowest unoccupied orbital energy (alpha / beta)**: -1.5 / -1.6 eV

How is the electron density shared among the atoms? According to natural (NBO), the charges in e are:
1. O -0.24
2. O -0.53
3. O -0.23
4. N -0.30
5. C 0.34
6. N -0.22
7. H 0.50
8. N 0.68

Entry 10:
Below is CHN3O3 in the gas phase in a non-equilibrium geometry, with properties calculated with the ωB97M-V functional and the def2-TZVPD basis.

```
! RIJCOSX wB97M-V def2-TZVPD def2/J DEFGRID3
* xyz 0 1
O 1.513 0.148 0.528
C -0.553 1.273 0.616
N 0.300 0.456 -0.017
N -0.466 -0.858 -0.544
N -1.420 2.006 0.937
O 0.257 -1.841 -0.640
O -1.605 -0.681 -0.771
H 1.974 -0.503 -0.109
*
```

**Molar mass**: 103.0 Da
**Electronic energy**: -428.46995 a.u.
**Lowest unoccupied orbital energy**: -0.6 eV

How is the electron density shared among the atoms? According to natural (NBO), the charges in e are:
1. O -0.50
2. C 0.35
3. N -0.12
4. N 0.63
5. N -0.26
6. O -0.35
7. O -0.27
8. H 0.51

Entry 11:
Below is CHN3O3 in the gas phase in a non-equilibrium geometry, with properties calculated with the ωB97M-V functional and the def2-TZVPD basis.

```
! RIJCOSX wB97M-V def2-TZVPD def2/J DEFGRID3
* xyz 0 1
N 0.850 -1.057 0.525
O -2.353 -0.170 0.020
O 0.606 2.077 -0.372
C -0.070 -0.312 -0.031
H -0.090 -0.164 -1.257
N 0.342 1.316 0.458
N -1.294 -0.468 0.519
O 2.009 -1.220 0.139
*
```

**Molar mass**: 103.0 Da
**Electronic energy**: -428.37028 a.u.
**Lowest unoccupied orbital energy (alpha / beta)**: -2.1 / -2.1 eV

How is the electron density shared among the atoms? According to natural (NBO), the charges in e are:
1. N 0.07
2. O -0.24
3. O -0.12
4. C -0.06
5. H 0.17
6. N 0.32
7. N 0.10
8. O -0.25

Entry 12:
Below is a 2-piece molecular cluster, CHN3O3S overall in a non-equilibrium geometry, with properties calculated with the ωB97M-V functional and the def2-TZVPD basis.

```
! RIJCOSX wB97M-V def2-TZVPD def2/J DEFGRID3
* xyz 0 1
N -1.696 0.808 0.340
H 1.129 1.385 0.251
O -2.837 0.660 -0.060
N 0.433 -1.402 -0.725
S 0.104 0.448 -1.406
N 1.153 1.348 -0.770
C 1.150 -1.933 0.142
O 1.768 -2.612 0.917
O -1.204 1.299 1.311
*
```

**Molar mass**: 135.1 Da
**Electronic energy**: -826.67832 a.u.
**Lowest unoccupied orbital energy (alpha / beta)**: -2.4 / -2.3 eV

How is the electron density shared among the atoms? According to natural (NBO), the charges in e are:
1. N 0.49
2. H 0.39
3. O -0.28
4. N -0.80
5. S 1.07
6. N -0.89
7. C 0.82
8. O -0.52
9. O -0.28

Entry 13:
Below is a 3-piece molecular cluster, CHN3O4 overall in a non-equilibrium geometry, with properties calculated with the ωB97M-V functional and the def2-TZVPD basis.

```
! RIJCOSX wB97M-V def2-TZVPD def2/J DEFGRID3
* xyz 0 1
H -2.380 -0.732 -0.711
N 1.551 0.451 1.156
N -1.730 -0.952 0.014
O 1.902 -0.232 0.311
O 0.954 1.801 -0.625
O -0.864 -0.614 2.125
C -1.355 -0.731 1.109
O 0.877 0.306 -2.247
N 1.045 0.703 -1.134
*
```

**Molar mass**: 119.0 Da
**Electronic energy**: -503.70841 a.u.
**Lowest unoccupied orbital energy (alpha / beta)**: -1.0 / -1.2 eV

How is the electron density shared among the atoms? According to natural (NBO), the charges in e are:
1. H 0.45
2. N 0.33
3. N -0.78
4. O -0.09
5. O -0.36
6. O -0.52
7. C 0.85
8. O -0.34
9. N 0.45

Entry 14:
Below is a 2-piece molecular cluster, CHN4OS2 overall in a non-equilibrium geometry, with properties calculated with the ωB97M-V functional and the def2-TZVPD basis.

```
! RIJCOSX wB97M-V def2-TZVPD def2/J DEFGRID3
* xyz -1 1
S -2.582 -1.394 0.059
O 2.767 -1.040 0.514
H 3.062 -0.294 -0.021
N 0.126 1.304 -0.102
C -0.257 0.057 -0.042
S 1.529 -1.789 -0.295
N -2.038 1.213 -0.025
N -1.600 -0.051 -0.007
N -1.006 1.993 -0.081
*
```

**Molar mass**: 149.2 Da
**Electronic energy**: -1129.24786 a.u.
**Lowest unoccupied orbital energy (alpha / beta)**: 2.0 / 2.0 eV

How is the electron density shared among the atoms? According to natural (NBO), the charges in e are:
1. S -0.37
2. O -0.84
3. H 0.48
4. N -0.42
5. C 0.37
6. S 0.38
7. N -0.09
8. N -0.38
9. N -0.13

Entry 15:
Below is an isolated ion of composition CHN5O and charge -2 in a non-equilibrium geometry, with properties calculated with the ωB97M-V functional and the def2-TZVPD basis.

```
! RIJCOSX wB97M-V def2-TZVPD def2/J DEFGRID3
* xyz -2 1
O 2.152 -1.441 -0.130
H 2.079 0.543 0.008
N -1.497 -1.075 0.063
C 0.183 0.014 -0.011
N -0.370 1.170 -0.059
N 1.468 -0.277 0.166
N -1.781 1.136 -0.049
N -2.234 -0.071 0.013
*
```

**Molar mass**: 99.1 Da
**Electronic energy**: -387.47333 a.u.
**Lowest unoccupied orbital energy**: 8.1 eV

How is the electron density shared among the atoms? According to natural (NBO), the charges in e are:
1. O -0.85
2. H 0.29
3. N -0.43
4. C 0.36
5. N -0.53
6. N -0.36
7. N -0.34
8. N -0.13

Entry 16:
Below is CHNO in the gas phase in a non-equilibrium geometry, with properties calculated with the ωB97M-V functional and the def2-TZVPD basis.

```
! RIJCOSX wB97M-V def2-TZVPD def2/J DEFGRID3
* xyz 0 3
O -0.370 -2.292 1.647
C -0.319 -1.289 0.973
N -0.528 -0.334 0.295
H -0.335 0.344 -0.448
*
```

**Molar mass**: 43.0 Da
**Electronic energy**: -168.46470 a.u.
**Lowest unoccupied orbital energy (alpha / beta)**: 0.9 / -3.9 eV
**⟨S²⟩**: 2.0095

How is the electron density shared among the atoms? According to natural (NBO), the charges in e are:
1. O -0.30
2. C 0.32
3. N -0.47
4. H 0.44

Entry 17:
Below is an isolated ion of composition CHNO2PS and charge -1 in a non-equilibrium geometry, with properties calculated with the ωB97M-V functional and the def2-TZVPD basis.

```
! RIJCOSX wB97M-V def2-TZVPD def2/J DEFGRID3
* xyz -1 1
S -0.304 0.902 -2.017
P 0.092 0.667 -0.112
H -2.016 -0.899 -0.012
N 2.111 -1.386 0.388
O 0.236 1.753 0.886
C 1.363 -0.561 0.095
O -1.482 -0.476 0.771
*
```

**Molar mass**: 122.1 Da
**Electronic energy**: -983.59277 a.u.
**Lowest unoccupied orbital energy**: 3.6 eV

How is the electron density shared among the atoms? According to natural (NBO), the charges in e are:
1. S -0.66
2. P 1.74
3. H 0.45
4. N -0.33
5. O -1.06
6. C -0.10
7. O -1.04

Entry 18:
Below is CHNO2S in the gas phase in a non-equilibrium geometry, with properties calculated with the ωB97M-V functional and the def2-TZVPD basis.

```
! RIJCOSX wB97M-V def2-TZVPD def2/J DEFGRID3
* xyz 0 1
H 0.092 -0.371 0.662
S 1.595 2.091 -0.746
N 0.530 0.735 -1.044
O -0.253 0.401 0.067
C 0.093 1.968 -1.677
O -0.641 2.713 -2.264
*
```

**Molar mass**: 91.1 Da
**Electronic energy**: -641.99529 a.u.
**Lowest unoccupied orbital energy**: 0.0 eV

How is the electron density shared among the atoms? According to natural (NBO), the charges in e are:
1. H 0.50
2. S 0.22
3. N -0.25
4. O -0.58
5. C 0.57
6. O -0.46

Entry 19:
Below is CHNO2S in the gas phase in a non-equilibrium geometry, with properties calculated with the ωB97M-V functional and the def2-TZVPD basis.

```
! RIJCOSX wB97M-V def2-TZVPD def2/J DEFGRID3
* xyz 0 1
N -0.400 -0.182 0.113
C -1.590 -0.395 0.027
O 1.827 1.475 0.438
H 1.791 -0.763 -0.196
S 1.061 0.611 -0.450
O -2.688 -0.745 0.069
*
```

**Molar mass**: 91.1 Da
**Electronic energy**: -642.06111 a.u.
**Lowest unoccupied orbital energy**: 0.0 eV

How is the electron density shared among the atoms? According to natural (NBO), the charges in e are:
1. N -0.84
2. C 0.88
3. O -0.88
4. H 0.04
5. S 1.28
6. O -0.48

Entry 20:
Below is a 2-piece molecular cluster, CHNO3 overall in a non-equilibrium geometry, with properties calculated with the ωB97M-V functional and the def2-TZVPD basis.

```
! RIJCOSX wB97M-V def2-TZVPD def2/J DEFGRID3
* xyz 0 1
H -1.260 -2.411 -0.135
C -0.925 0.420 2.643
O 0.369 -1.547 0.364
N -0.941 -1.749 0.625
O -0.527 -0.496 0.125
O -1.919 0.731 2.221
*
```

**Molar mass**: 75.0 Da
**Electronic energy**: -318.94028 a.u.
**Lowest unoccupied orbital energy**: 1.0 eV

How is the electron density shared among the atoms? According to natural (NBO), the charges in e are:
1. H 0.32
2. C 0.51
3. O -0.13
4. N -0.06
5. O -0.13
6. O -0.51